No. 1
Here is 2 unconnected molecules or ions with the total composition C5H14N3S from the OMol25 dataset. Energies are from the ωB97M-V functional and the def2-TZVPD basis.

XYZ file:
```
23
Properties=species:S:1:pos:R:3:lowdin_charge:R:1
C -1.4873 2.2584 -0.2480 -0.04
C 0.5013 0.1948 0.7721 -0.09
C 0.7747 -0.8690 -0.2467 -0.44
C -2.4124 0.1613 0.3844 -0.52
C 1.7671 -1.8954 0.3221 -0.04
N -2.0051 1.0557 -0.5011 -0.12
N 0.5600 1.4550 0.4005 0.11
N 1.2241 -0.2015 -1.4683 0.04
S -2.7345 -1.4707 -0.1349 0.83
H -1.2771 2.8954 -1.0860 0.09
H -1.7120 2.7162 0.6980 0.09
H 0.2859 -0.0734 1.7921 0.14
H -0.1599 -1.4107 -0.4673 0.08
H -2.5797 0.4520 1.4046 0.09
H 1.3545 -2.3804 1.2021 0.09
H 2.7043 -1.4142 0.5936 0.09
H 1.9716 -2.6593 -0.4245 0.09
H -1.9326 0.7191 -1.4589 0.16
H 0.6245 2.2131 1.0638 0.15
H 0.8983 1.5724 -0.5568 0.12
H 1.0058 -0.7501 -2.2895 0.10
H 2.2336 -0.0893 -1.4511 0.10
H -3.2435 -1.8981 1.0145 -0.11
```

As for the energy above the lowest of the compared OMol25 structures with the same formula, charge and spin: 172.59 kJ/mol. The total charge is +1. As for the gap between HOMO and LUMO: 7.513 eV.



No. 2
Here is a molecular structure, C17H24B2N10O7P2S2Y from the OMol25 dataset. Energies are from the ωB97M-V functional and the def2-TZVPD basis.

XYZ file:
```
65
Properties=species:S:1:pos:R:3:lowdin_charge:R:1
Y -0.4106 0.0490 0.3353 1.18
C 3.6942 0.4741 2.9308 -0.07
C 3.0382 0.3988 1.6915 -0.18
N 1.7179 0.3857 1.8514 -0.02
N 1.5050 0.4525 3.1870 -0.04
C 2.6685 0.5052 3.8532 -0.09
B 0.0747 0.3254 3.7601 -0.51
N -0.7827 1.4761 3.1552 -0.02
C -1.5585 2.3413 3.8234 -0.08
C -2.0120 3.3023 2.9391 -0.05
C -1.4483 2.9331 1.7140 -0.15
N -0.7109 1.8373 1.8490 -0.06
N -0.4282 -1.0860 3.3797 -0.03
C -0.8456 -2.0618 4.1873 -0.08
C -0.9914 -3.2177 3.4450 -0.05
C -0.6476 -2.8380 2.1492 -0.14
N -0.3057 -1.5468 2.1081 -0.04
H 4.7556 0.4976 3.1191 0.08
H 3.4554 0.3522 0.6978 0.04
H 2.6816 0.5475 4.9319 0.11
H 0.0869 0.4407 4.9623 0.12
H -1.7266 2.2179 4.8818 0.12
H -2.6604 4.1374 3.1478 0.09
H -1.5528 3.3937 0.7431 0.08
H -1.0119 -1.8689 5.2359 0.12
H -1.3239 -4.1844 3.7836 0.09
H -0.6497 -3.4306 1.2468 0.10
C 0.6972 4.2315 -1.6232 -0.04
N 0.8007 3.2941 -2.7258 -0.13
C 1.7654 3.3164 -3.7199 -0.06
C 1.5602 2.2153 -4.4670 -0.07
N 0.4865 1.5263 -3.9369 -0.03
B 0.0087 0.1414 -4.4402 -0.44
N 0.7301 -1.0323 -3.6417 0.02
C 0.5530 -2.3287 -4.0976 -0.07
C 1.1183 -3.1703 -3.2155 -0.05
N 1.6674 -2.3836 -2.2229 -0.13
C 2.2179 -2.8763 -0.9738 -0.04
C 1.4263 -1.0753 -2.4929 -0.68
S 1.9077 0.1966 -1.4250 0.64
C 0.0319 2.1870 -2.8604 -0.76
S -1.2510 1.7818 -1.7938 0.65
H 1.3822 5.0561 -1.8095 0.08
H 0.9577 3.7440 -0.6844 0.09
H -0.3206 4.6059 -1.5427 0.08
H 2.4963 4.1030 -3.7953 0.11
H 2.0873 1.8490 -5.3317 0.12
H -1.1853 0.0388 -4.2956 0.06
H 0.3536 0.0320 -5.6050 0.07
H -0.0061 -2.5324 -4.9958 0.12
H 1.1462 -4.2456 -3.1791 0.12
H 2.2590 -3.9618 -1.0308 0.09
H 1.5861 -2.5851 -0.1389 0.06
H 3.2145 -2.4742 -0.8096 0.08
O -2.6950 -1.5646 -2.2232 -0.12
P -1.9869 -2.4000 -1.0730 0.23
O -1.9186 -3.8280 -1.4001 -0.27
O -0.6666 -1.6755 -0.7343 -0.44
O -2.9485 -2.1981 0.2329 -0.27
P -3.3622 -0.8059 0.9582 0.20
O -4.8806 -0.5965 0.4675 -0.11
O -3.2854 -0.9342 2.4205 -0.26
O -2.5611 0.2820 0.2571 -0.46
H -2.5402 -0.6054 -2.1543 0.02
H -5.4573 -1.1608 0.9941 0.07
```

As for the energy above the lowest of the compared OMol25 structures with the same formula, charge and spin: 23.24 kJ/mol. The total charge is -1. As for the gap between HOMO and LUMO: 7.792 eV.



No. 3
Here is a molecular structure, C27H45BrN2OP2Pb from the OMol25 dataset. Energies are from the ωB97M-V functional and the def2-TZVPD basis.

XYZ file:
```
79
Properties=species:S:1:pos:R:3:lowdin_charge:R:1
N -5.3489 5.6805 -5.2967 0.08
C -4.8159 6.0381 -4.1310 -0.11
C -3.7063 5.4120 -3.5679 -0.02
C -3.1485 4.2872 -4.1890 -0.24
C -3.7004 3.9132 -5.4438 -0.01
C -4.8123 4.6297 -5.9237 -0.11
C -2.0505 3.5723 -3.4997 -0.33
Pb 0.2015 3.6604 -3.8103 1.48
P 4.5808 0.6184 -1.6246 0.99
C -1.5091 2.3831 -4.1682 -0.41
C -1.0821 1.2851 -3.2993 -0.30
C -0.0180 0.4380 -3.6887 -0.07
C 0.1252 -0.7853 -3.0969 -0.11
C -0.4499 -1.0564 -1.7573 -0.72
C -1.5398 -0.1291 -1.4051 -0.18
C -1.7873 1.0010 -2.1056 -0.01
Br 0.9100 -0.3907 -0.3954 0.97
H -2.0984 3.5418 -2.3923 0.11
H -1.7610 2.1448 -5.2078 0.13
H -3.2974 5.7472 -2.6220 0.12
H -3.3630 3.0844 -6.0710 0.10
H -5.2435 6.8861 -3.6148 0.12
H -5.2880 4.3707 -6.8769 0.12
H 0.6630 0.7679 -4.5026 0.12
H -2.5350 1.6878 -1.7130 0.14
H 0.7440 -1.5675 -3.5369 0.11
H -2.0058 -0.2910 -0.4476 0.09
P -0.9295 -2.7920 -1.3680 1.03
C 3.5518 2.1500 -1.4348 -0.47
C 4.3937 3.4154 -1.2387 -0.17
H 2.7707 1.9841 -0.6738 0.04
H 3.0335 2.2491 -2.3996 0.02
H 3.7703 4.1967 -0.7799 0.07
H 5.2732 3.2490 -0.5986 0.07
H 4.7350 3.8003 -2.2136 0.08
C 3.4401 -0.1283 -2.8492 -0.51
C 3.9499 -1.3391 -3.6242 -0.15
H 3.1851 0.6600 -3.5723 0.06
H 2.5294 -0.3716 -2.2785 -0.03
H 3.4357 -1.3735 -4.5997 0.07
H 5.0292 -1.2501 -3.8281 0.07
H 3.7319 -2.2801 -3.0960 0.07
C 4.1195 -0.4878 -0.1351 -0.47
C 5.2395 -1.0526 0.7208 -0.16
H 3.4876 -1.3039 -0.5219 0.02
H 3.4676 0.1495 0.4826 0.02
H 4.8245 -1.7967 1.4093 0.07
H 5.9770 -1.5461 0.0890 0.07
H 5.7038 -0.2543 1.3021 0.07
C -0.8356 -2.8675 0.4469 -0.34
C -1.0078 -4.2215 1.1451 -0.10
H -1.5764 -2.1543 0.8493 0.10
H 0.1354 -2.4358 0.7513 0.03
H -2.0698 -4.3929 1.3857 0.09
H -0.6443 -5.0642 0.5372 0.08
H -0.4419 -4.2208 2.0906 0.09
C -0.2623 -4.0679 -2.4259 -0.31
C -0.5109 -4.0410 -3.9530 -0.10
H -0.7357 -4.9775 -2.0282 0.11
H 0.8135 -4.1582 -2.2380 0.11
H -1.5339 -4.3539 -4.2189 0.09
H -0.3925 -3.0499 -4.4214 0.06
H 0.1694 -4.7456 -4.4613 0.10
C -2.6412 -2.7914 -1.9625 -0.31
C -3.8470 -2.4352 -1.1082 -0.10
H -2.7650 -3.8080 -2.3464 0.09
H -2.5656 -2.1246 -2.8363 0.11
H -4.5481 -1.8616 -1.7284 0.09
H -4.3695 -3.3462 -0.7928 0.09
H -3.6248 -1.8522 -0.2115 0.06
C -2.0977 1.2563 3.6469 0.00
C -1.1017 1.2968 2.5235 -0.57
N 0.2039 1.2682 2.9394 0.16
O -1.4036 1.3143 1.3291 -0.03
H -1.7220 1.7814 4.5223 0.09
H -2.3139 0.2249 3.9245 0.09
H -3.0390 1.7006 3.3433 0.09
H 0.9287 1.3950 2.2415 0.09
H 0.4538 1.2158 3.9251 0.12
```

As for the energy above the lowest of the compared OMol25 structures with the same formula, charge and spin: 1.95 kJ/mol. The total charge is +2. As for the gap between HOMO and LUMO (alpha / beta): 4.607 / 4.688 eV.



No. 4
Here is a molecular structure, C4H10N2 from the OMol25 dataset. Energies are from the ωB97M-V functional and the def2-TZVPD basis.

XYZ file:
```
16
Properties=species:S:1:pos:R:3:lowdin_charge:R:1
C 1.1662 0.1307 1.4852 -0.12
C 1.2182 0.6284 0.0306 -0.28
C 0.7202 -0.4869 -0.9155 -0.24
N -0.3863 -1.3531 -0.3260 0.07
C -1.4584 -0.2576 -0.0723 -0.32
N -1.3409 1.1223 -0.2604 0.02
H 1.7876 -0.7637 1.6924 0.08
H 0.1733 -0.1247 1.7035 0.02
H 1.5921 0.9517 2.0933 0.08
H 0.5043 1.5378 0.0668 0.10
H 2.1365 1.0498 -0.1255 0.06
H 1.4710 -1.2263 -1.2793 0.11
H 0.1939 0.0052 -1.8110 0.13
H -1.3465 -0.8506 -1.0391 0.12
H -2.3309 -0.6786 0.4970 0.13
H -1.9684 1.6269 -0.8612 0.04
```

As for the energy above the lowest of the compared OMol25 structures with the same formula, charge and spin: 611.14 kJ/mol. As for the gap between HOMO and LUMO: 8.025 eV.



No. 5
Here is a molecular structure, C4H7NO from the OMol25 dataset. Energies are from the ωB97M-V functional and the def2-TZVPD basis.

XYZ file:
```
13
Properties=species:S:1:pos:R:3:lowdin_charge:R:1
C 1.1139 -0.8179 0.7863 -0.15
C 0.9677 -0.4610 -0.6505 -0.05
C -0.4385 -0.5348 -1.1395 -0.21
N -0.4283 0.8934 -0.7776 -0.01
C -1.0216 1.3070 0.4062 -0.33
O -1.8298 0.6618 1.0325 0.05
H 1.8486 -0.1861 1.2998 0.07
H 1.5722 -1.8155 0.7103 0.09
H 0.1993 -0.9054 1.3911 0.07
H 0.5034 1.2700 -1.0151 0.12
H -0.6023 -0.6680 -2.2115 0.11
H -1.1917 -1.0578 -0.5428 0.11
H -0.6927 2.3144 0.7108 0.14
```

As for the energy above the lowest of the compared OMol25 structures with the same formula, charge and spin: 414.71 kJ/mol. As for the gap between HOMO and LUMO: 9.022 eV.



No. 6
Here is a molecular structure, C10H11IN2OS from the OMol25 dataset. Energies are from the ωB97M-V functional and the def2-TZVPD basis.

XYZ file:
```
26
Properties=species:S:1:pos:R:3:lowdin_charge:R:1
I 2.1052 5.4310 1.3825 0.79
C 1.7030 3.5534 0.4178 -0.63
C 1.4743 2.3510 1.2125 -0.12
C 1.2168 1.0380 0.5240 -0.04
C 1.1958 0.8459 -0.9641 0.00
C 1.4166 2.0787 -1.7818 -0.33
N 1.4596 2.1694 -3.1715 -0.25
S 1.7208 3.7877 -3.4282 0.95
N 1.8442 4.4821 -1.9226 -0.26
C 1.6594 3.4045 -1.0634 -0.39
H 1.5022 2.3953 2.3279 0.09
H 1.0248 0.1448 1.1794 0.09
H 1.0313 -0.1438 -1.4599 0.10
C -2.0215 -3.1416 1.1027 -0.18
C -2.3261 -2.3145 -0.1295 -0.17
C -1.2613 -1.2364 -0.0542 -0.22
O -0.1192 -1.8211 0.5843 -0.17
C -0.5074 -3.0828 1.1510 -0.20
H -2.4063 -4.1607 1.0546 0.11
H -2.4438 -2.6583 1.9889 0.12
H -2.1820 -2.9208 -1.0287 0.12
H -3.3389 -1.9114 -0.1493 0.12
H -1.5957 -0.3915 0.5570 0.12
H -0.9745 -0.8604 -1.0366 0.10
H -0.0619 -3.8754 0.5407 0.12
H -0.1153 -3.1633 2.1665 0.12
```

As for the gap between HOMO and LUMO: 7.571 eV.